# 1
{"formula": "C18H40BrF4N4O4", "method": "ωB97M-V with the def2-TZVPD basis set", "e_tot_ev": -114363.770, "charge": 1, "homo_energy_ev": -10.4, "elements": ["F", "C", "F", "C", "F", "F", "C", "C", "N", "C", "C", "Br", "N", "H", "H", "H", "H", "H", "H", "H", "H", "H", "H", "C", "O", "C", "C", "N", "C", "C", "O", "C", "H", "H", "H", "H", "H", "H", "H", "H", "H", "H", "H", "H", "H", "H", "H", "C", "O", "C", "C", "N", "C", "C", "O", "C", "H", "H", "H", "H", "H", "H", "H", "H", "H", "H", "H", "H", "H", "H", "H"], "coordinates": [[-5.39056, 1.26036, -2.35426], [-4.23626, 1.99400, -1.72403], [-4.72466, 2.72971, -0.52704], [-3.65295, 3.04677, -2.88441], [-4.17427, 2.54538, -4.19759], [-4.31214, 4.34758, -2.60818], [-1.99250, 3.11836, -2.83435], [-1.35067, 2.86219, -4.34553], [0.15527, 3.00442, -4.40282], [0.77557, 3.25598, -3.04556], [0.00741, 4.38775, -2.13366], [0.11298, 3.80942, -0.17973], [-1.48520, 4.51526, -2.42237], [-3.44050, 1.20811, -1.37934], [-1.66397, 2.31137, -2.04403], [-1.75626, 1.86211, -4.84959], [-1.79391, 3.74290, -5.01716], [0.51233, 2.06614, -4.74620], [0.73661, 2.23370, -2.43035], [1.94055, 3.49706, -3.14388], [0.51368, 5.44560, -2.27564], [-2.01805, 4.91065, -1.60797], [-1.59801, 5.10881, -3.29740], [-1.93100, -4.66158, 1.48521], [-1.02533, -4.88087, 0.41225], [-1.65226, -5.49456, -0.72161], [-1.61316, -4.53507, -1.92137], [-2.51155, -3.39528, -1.70710], [-2.35413, -2.33445, -2.70814], [-1.01906, -1.56517, -2.70842], [-0.81445, -0.77356, -1.53603], [-0.17511, -1.46038, -0.46886], [-1.36692, -4.25534, 2.33100], [-2.69732, -3.93596, 1.20199], [-2.39729, -5.60190, 1.79711], [-2.67643, -5.82152, -0.50438], [-1.06440, -6.38588, -0.96463], [-1.92047, -5.07402, -2.82487], [-0.58033, -4.19898, -2.05151], [-2.32979, -2.99944, -0.78689], [-3.15928, -1.61261, -2.52532], [-2.53033, -2.75347, -3.70657], [-1.05714, -0.85432, -3.54125], [-0.15782, -2.21234, -2.90596], [0.53167, -2.21687, -0.81960], [-0.92196, -1.91270, 0.18826], [0.37470, -0.72468, 0.12459], [0.54864, 1.52894, 3.10043], [1.76127, 1.35728, 2.37958], [2.79134, 2.25594, 2.81164], [3.95680, 1.45938, 3.41889], [3.56905, 0.86463, 4.70266], [4.55554, -0.08792, 5.22392], [4.75654, -1.39245, 4.42894], [3.61448, -2.25184, 4.44118], [2.68470, -2.00655, 3.39491], [-0.20255, 0.85874, 2.67016], [0.68354, 1.26509, 4.15217], [0.18777, 2.55893, 3.01212], [2.41658, 3.01259, 3.51169], [3.15006, 2.77910, 1.91905], [4.81050, 2.12923, 3.57282], [4.24688, 0.68573, 2.70199], [2.68177, 0.37887, 4.58747], [4.22461, -0.35636, 6.23445], [5.52146, 0.42004, 5.33563], [5.55370, -1.95427, 4.92820], [5.10936, -1.21532, 3.40731], [3.16587, -1.65199, 2.47971], [1.92503, -1.29428, 3.72618], [2.17175, -2.94622, 3.17213]]}

---

# 2
{"formula": "C57H45N11O4P2S2Se2Sr", "method": "ωB97M-V with the def2-TZVPD basis set", "e_above_lowest_kj_mol": 77.2, "e_tot_ev": -256200.587, "charge": -2, "homo_energy_ev": -2.2, "elements": ["Sr", "C", "S", "C", "S", "N", "N", "C", "C", "C", "C", "C", "C", "N", "H", "H", "H", "H", "H", "H", "H", "H", "N", "C", "C", "N", "C", "C", "N", "C", "C", "N", "H", "H", "H", "H", "H", "H", "Se", "P", "C", "C", "C", "C", "C", "C", "C", "C", "C", "C", "C", "C", "C", "C", "N", "N", "N", "P", "Se", "C", "C", "C", "C", "C", "C", "C", "C", "C", "C", "C", "C", "H", "H", "H", "H", "H", "H", "H", "H", "H", "H", "H", "H", "H", "H", "H", "H", "H", "H", "H", "H", "C", "C", "C", "C", "C", "C", "C", "C", "C", "C", "H", "H", "H", "H", "H", "H", "H", "O", "C", "O", "C", "C", "C", "C", "C", "C", "N", "O", "O", "H", "H", "H", "H"], "coordinates": [[-1.10120, 0.05332, 0.38677], [1.71054, -5.20182, 1.50789], [1.40749, -4.12421, 2.91151], [1.00260, -2.56629, 2.15187], [0.96977, -2.34597, 0.48194], [0.82150, -1.67887, 3.11935], [0.39741, -0.46899, 2.66935], [0.62517, 0.51677, 3.44348], [0.30321, 1.89782, 3.07464], [0.60273, 2.91380, 3.98753], [0.34434, 4.22920, 3.64716], [-0.20962, 4.50488, 2.40675], [-0.47449, 3.43943, 1.55629], [-0.21616, 2.17542, 1.87188], [1.65086, -6.22119, 1.89230], [2.69033, -5.03062, 1.06330], [0.95300, -5.04529, 0.74266], [1.13706, 0.36494, 4.39584], [1.02962, 2.65517, 4.94809], [0.56670, 5.02956, 4.34325], [-0.44113, 5.51428, 2.09452], [-0.92527, 3.59911, 0.58460], [4.11861, 2.05801, 0.76058], [4.38784, 0.91170, 1.47671], [3.25006, 0.16457, 1.40919], [2.30057, 0.80792, 0.66159], [2.84318, 1.93514, 0.29118], [2.16888, 2.92055, -0.53990], [1.00229, 2.72724, -1.09592], [0.72580, 3.86773, -1.80254], [1.74468, 4.76635, -1.67470], [2.67086, 4.14854, -0.86111], [4.78758, 2.76486, 0.51881], [5.34497, 0.73624, 1.93520], [3.05897, -0.80887, 1.82981], [-0.18629, 3.95657, -2.37219], [1.90433, 5.74910, -2.08219], [3.54268, 4.54169, -0.55868], [4.96029, 1.86438, -6.56675], [3.47058, 0.42506, -6.11663], [4.09959, -1.28475, -6.26603], [4.55003, -1.70793, -7.51730], [5.03109, -2.99399, -7.69125], [5.07782, -3.87014, -6.61127], [4.65047, -3.44847, -5.36279], [4.16464, -2.15650, -5.18621], [2.15943, 0.44388, -7.39248], [1.91679, 1.60827, -8.11523], [0.96897, 1.61670, -9.12582], [0.25225, 0.46498, -9.42410], [0.49249, -0.70005, -8.71268], [1.45164, -0.71237, -7.70865], [2.80052, 0.50468, -4.46147], [1.57472, 0.44435, -3.76827], [1.87135, 0.34122, -2.46064], [3.18525, 0.34369, -2.33971], [3.76969, 0.45366, -3.52363], [-0.14006, 0.59217, -4.23949], [-1.60475, 1.11329, -2.79865], [-0.59967, -0.99550, -5.00590], [0.30366, -2.05119, -5.03110], [-0.07310, -3.28830, -5.53645], [-1.35850, -3.47776, -6.01904], [-2.27802, -2.43695, -5.96276], [-1.90720, -1.20925, -5.43951], [-0.15159, 1.92211, -5.48444], [-1.13692, 1.99563, -6.46346], [-1.26576, 3.13593, -7.24221], [-0.41361, 4.21472, -7.04963], [0.57985, 4.14066, -6.08347], [0.71254, 3.00104, -5.30391], [4.52199, -1.01969, -8.35412], [5.37135, -3.31426, -8.66851], [5.45332, -4.87740, -6.74555], [4.69289, -4.11805, -4.51301], [3.85251, -1.82689, -4.20392], [2.49601, 2.49498, -7.89044], [0.78361, 2.53085, -9.67577], [-0.49269, 0.47791, -10.21086], [-0.05842, -1.60650, -8.93213], [1.64699, -1.63322, -7.18153], [1.30026, -1.91018, -4.63883], [0.64164, -4.10261, -5.53815], [-1.65769, -4.44469, -6.40476], [-3.29787, -2.59319, -6.29102], [-2.64656, -0.42794, -5.31370], [-1.81465, 1.16608, -6.61857], [-2.03672, 3.17893, -8.00222], [-0.52038, 5.10732, -7.65452], [1.25970, 4.97002, -5.92984], [1.48203, 2.95723, -4.54324], [-7.06782, -1.44971, -1.11780], [-6.15966, -0.36778, -1.17815], [-4.83046, -0.57572, -0.92058], [-4.30459, -1.85668, -0.58840], [-2.89226, -2.00619, -0.32713], [-2.51854, -3.31698, -0.06318], [-3.41663, -4.41264, -0.03188], [-4.75272, -4.23878, -0.26302], [-5.23284, -2.93984, -0.55439], [-6.60827, -2.70088, -0.81568], [-8.12243, -1.28860, -1.31562], [-6.51450, 0.62358, -1.44152], [-4.12962, 0.24910, -0.97001], [-1.47613, -3.54411, 0.14566], [-3.03370, -5.40606, 0.19102], [-5.44980, -5.07128, -0.22902], [-7.29658, -3.54143, -0.77410], [-2.97112, 1.85903, 0.34112], [-3.28001, 1.54164, 1.51876], [-2.78875, 0.60301, 2.17760], [-4.31270, 2.41301, 2.19664], [-5.59623, 2.52438, 1.67155], [-6.53354, 3.33386, 2.28748], [-6.15678, 4.04236, 3.41902], [-4.88388, 3.95123, 3.96016], [-3.96578, 3.11847, 3.34464], [-7.13802, 4.91634, 4.06696], [-8.26375, 4.96509, 3.60371], [-6.80031, 5.52121, 5.07016], [-5.84986, 1.96370, 0.78035], [-7.53895, 3.42618, 1.90527], [-4.63433, 4.51765, 4.84476], [-2.96814, 3.00387, 3.75066]]}

---

# 3
{"formula": "C5H8O2", "method": "ωB97M-V with the def2-TZVPD basis set", "e_above_lowest_kj_mol": 603.2, "e_tot_ev": -9403.580, "homo_energy_ev": [-7.6, -8.0], "elements": ["C", "C", "O", "C", "C", "O", "C", "H", "H", "H", "H", "H", "H", "H", "H"], "coordinates": [[0.80645, -0.99847, 1.59414], [0.47566, -1.12065, 0.11363], [-0.88137, -1.12928, -0.24103], [-1.15857, 0.01680, -1.04004], [-0.84587, 1.24181, -0.23692], [-0.03058, 1.13116, 0.74995], [0.94923, 0.16535, 0.67961], [-0.04009, -1.04055, 2.27697], [1.71080, -1.49026, 1.94592], [1.11570, -1.71004, -0.54374], [-2.22984, 0.01054, -1.26869], [-0.60698, -0.03897, -1.98809], [1.12213, 1.74378, -1.37662], [-1.43025, 2.15476, -0.25116], [1.58169, 1.33778, -0.91908]]}

---

# 4
{"formula": "CH9N2O", "method": "ωB97M-V with the def2-TZVPD basis set", "spin_multiplicity": 2, "s2": 0.756, "e_above_lowest_kj_mol": 61.4, "e_tot_ev": -6189.212, "charge": 2, "homo_energy_ev": [-21.2, -21.2], "elements": ["O", "H", "H", "H", "N", "C", "N", "H", "H", "H", "H", "H", "H"], "coordinates": [[-0.70382, 0.41903, 2.26141], [-0.40670, 0.22865, 3.16857], [0.42384, 0.08626, 1.21508], [-1.22247, -0.37758, 2.03476], [0.89236, 0.18667, 0.25154], [0.25044, -0.56027, -1.13454], [-0.75441, 0.23705, -1.81962], [1.80864, -0.26164, 0.31457], [0.99349, 1.18798, 0.19363], [-0.23846, -1.41028, -0.66345], [1.00069, -0.85526, -1.85230], [-0.48506, 0.62778, -2.72540], [-1.55854, 0.49160, -1.24426]]}

---

# 5
{"formula": "C2H3NO2", "method": "ωB97M-V with the def2-TZVPD basis set", "smiles": "On1cco1", "e_above_lowest_kj_mol": 628.2, "e_tot_ev": -7701.332, "homo_energy_ev": -9.4, "elements": ["C", "C", "N", "O", "O", "H", "H", "H"], "coordinates": [[0.79086, 0.31993, -0.12231], [0.79940, -0.98684, 0.16336], [-0.91852, -0.06661, -0.56815], [-0.48399, -1.35049, -0.05596], [-1.97656, 0.29008, 0.31574], [1.50095, 1.06281, -0.27490], [1.42176, -1.69317, 0.50156], [-2.75062, 0.05279, -0.29362]]}

---

# 6
{"formula": "C4H9N3O2", "method": "ωB97M-V with the def2-TZVPD basis set", "smiles": "[H]/N=C(/C)OC.[H]/N=N\\C=O", "e_above_lowest_kj_mol": 512.8, "e_tot_ev": -12854.613, "homo_energy_ev": [-8.7, -8.8], "elements": ["C", "C", "O", "O", "H", "H", "H", "H", "C", "C", "N", "N", "N", "H", "H", "H", "H", "H"], "coordinates": [[-0.59087, -1.06356, -1.81636], [-1.34812, 1.59085, 0.44586], [0.14750, -0.01258, -1.19691], [-2.20410, 0.72293, 0.51122], [-1.30793, 2.33576, -0.36217], [-1.42904, -1.38503, -1.18947], [0.06135, -1.91532, -2.02763], [-0.97961, -0.69677, -2.77092], [0.39586, -1.44718, 0.89419], [0.82270, -0.25134, 0.10783], [-0.48728, 1.77439, 1.55090], [0.56975, 2.40819, 1.54381], [1.94485, 0.34223, 0.26493], [1.38603, 1.81843, 1.27524], [2.09293, 0.99007, -0.51732], [-0.69109, -1.47066, 0.97517], [0.83684, -1.38955, 1.89344], [0.78023, -2.35086, 0.41820]]}